# C4H10N3

An isolated ion of composition C4H10N3 and charge +1 at a distorted geometry (ωB97M-V/def2-TZVPD, OMol25).

Last column: Mulliken charge in e.
Cartesian coordinates (Å):
C: 1.440 -0.852 -0.851  0.490
C: 2.785 -1.110 -1.151  -0.979
C: -1.895 0.210 -0.168  -0.559
C: -1.558 1.200 1.031  -0.447
N: -0.871 -0.868 -0.234  -0.268
N: 0.305 -0.622 -0.718  0.296
N: -0.093 1.464 0.992  -0.516
H: 2.997 -0.843 -2.205  0.314
H: 2.995 -2.188 -1.139  0.337
H: 3.384 -0.725 -0.283  0.290
H: -2.784 -0.368 0.019  0.387
H: -2.033 0.616 -1.200  0.288
H: -2.184 1.990 0.846  0.380
H: -1.980 0.500 1.802  0.253
H: 0.142 2.445 1.275  0.240
H: -0.970 -1.626 0.387  0.256
H: 0.321 0.776 1.598  0.239

The value obtained for the energy above the lowest of the compared OMol25 structures with the same formula, charge and spin is 3.981 eV. As for the structure (SMILES): CC#[N+]NCCN. For the LUMO energy, the calculation gives -4.18 eV. For the HOMO-LUMO gap, the calculation gives 8.96 eV. The net charge is +1. The HOMO energy comes out at -13.1 eV.